Version A
The following is a quantum chemistry calculation of an isolated molecule of C3H7FSi, from the Open Molecules 2025 dataset.

Element x y z (Å)
1 C -2.44 -0.63 0.08
2 C -1.16 -0.80 0.24
3 Si 0.41 0.92 0.44
4 C 1.86 0.09 -0.40
5 F 2.26 -1.07 0.25
6 H -3.11 -1.46 -0.42
7 H -2.91 0.27 0.54
8 H -0.51 -1.52 -0.16
9 H 0.83 1.54 1.82
10 H 0.25 2.11 -0.59
11 H 1.81 -0.33 -1.34
12 H 2.72 0.88 -0.45

frontier orbital gap = 10.42 eV
total charge = 0
LUMO = 0.7615 eV

---

Version B
The following is a quantum chemistry calculation of a cluster of 2 separate species, C3H7FSi in total, from the Open Molecules 2025 dataset.

Element x y z (Å)
1 C -0.38 -0.25 -1.81
2 C -0.42 0.47 -0.70
3 C 0.47 -1.27 2.30
4 F -0.87 -1.44 2.13
5 Si 1.16 0.66 0.17
6 H -1.31 -0.55 -2.17
7 H 0.51 -0.33 -2.43
8 H -1.31 0.28 -0.04
9 H 1.03 -2.30 2.16
10 H 0.51 -0.95 3.30
11 H 1.24 2.01 0.91
12 H 2.23 -0.06 -0.49

frontier orbital gap = 7.68 eV
total charge = 0
LUMO = -0.1728 eV

---

Stability order, top to bottom: version A, version B

---

Version A
The following is a quantum chemistry calculation of a cluster of 2 separate species, C7H10N2O2S in total, from the Open Molecules 2025 dataset.

Element x y z (Å)
1 C -1.97 -1.82 0.77
2 C -1.20 -2.91 0.43
3 C -0.30 -0.57 0.01
4 C -3.45 1.17 -0.13
5 C 0.08 1.93 -0.15
6 C 2.94 0.25 0.21
7 C 0.50 0.48 -0.23
8 N -1.51 -0.55 0.51
9 N 1.86 0.10 -0.76
10 O -3.67 0.87 -1.23
11 O -3.19 1.58 0.93
12 S 0.32 -2.21 -0.24
13 H -2.97 -1.95 1.29
14 H -1.11 -3.93 0.45
15 H -0.78 2.17 -0.76
16 H -0.23 2.05 0.88
17 H 1.06 2.59 -0.35
18 H 3.03 1.30 0.72
19 H 2.83 -0.60 0.83
20 H 3.81 0.09 -0.40
21 H 2.09 0.73 -1.55
22 H 1.88 -0.78 -1.25

frontier orbital gap = 6.28 eV
total charge = 0
LUMO = 0.0888 eV

---

Version B
The following is a quantum chemistry calculation of an isolated molecule of C7H10N2O2S, from the Open Molecules 2025 dataset.

Element x y z (Å)
1 C -1.48 -1.87 1.22
2 S -1.95 -0.12 0.36
3 C -2.15 -0.60 -1.37
4 O -3.22 0.05 1.04
5 N -2.12 1.60 -0.37
6 C -2.18 2.63 0.22
7 O -2.11 3.74 0.54
8 N -0.57 0.54 1.05
9 C 0.53 0.92 0.80
10 C 1.75 1.24 0.48
11 C 2.69 2.43 0.41
12 C 3.27 1.07 0.59
13 H -1.03 -1.61 2.11
14 H -2.49 -2.31 1.30
15 H -0.90 -2.32 0.51
16 H -1.45 0.11 -1.79
17 H -1.89 -1.71 -1.64
18 H -3.09 -0.38 -1.78
19 H 2.67 3.11 1.22
20 H 2.42 2.84 -0.60
21 H 3.77 0.48 -0.16
22 H 3.50 0.62 1.62

frontier orbital gap = 9.09 eV
total charge = 0
LUMO = 0.2897 eV

---

Stability order, top to bottom: version A, version B

---

Version A
The following is a quantum chemistry calculation of an isolated molecule of C2H5BrN2O2, from the Open Molecules 2025 dataset.

Element x y z (Å)
1 N -0.57 -0.25 1.22
2 C -0.23 0.13 -0.02
3 N 0.19 -0.73 -0.99
4 Br 1.80 1.28 0.68
5 C -0.73 1.46 -0.38
6 O -1.50 2.03 0.39
7 O -0.44 1.91 -1.59
8 H -0.82 0.64 1.77
9 H -1.11 -0.97 1.44
10 H 0.48 -1.64 -0.78
11 H 0.74 -0.39 -1.69
12 H -0.31 2.88 -1.55

frontier orbital gap = 8.39 eV
total charge = 0
LUMO = -0.4915 eV

---

Version B
The following is a quantum chemistry calculation of an isolated molecule of C2H5BrN2O2, from the Open Molecules 2025 dataset.

Element x y z (Å)
1 N 0.50 -0.62 -1.33
2 C 0.22 0.10 -0.16
3 N -1.30 0.49 -0.13
4 Br 1.17 1.91 -0.13
5 C 0.51 -0.55 1.18
6 O 1.26 -1.48 1.22
7 O -0.13 0.00 2.15
8 H 1.42 -1.05 -1.40
9 H 0.07 -0.32 -2.18
10 H -1.78 -0.39 -0.20
11 H -1.52 0.96 -0.97
12 H -0.42 0.94 1.96

frontier orbital gap = 10.42 eV
total charge = 0
LUMO = 0.4903 eV

---

Stability order, top to bottom: version B, version A

---

Version A
The following is a quantum chemistry calculation of a structure of composition C27H29FN2O3SbSe5W, from the Open Molecules 2025 dataset.

Element x y z (Å)
1 W -0.74 0.78 0.87
2 C 1.13 -1.95 -2.95
3 C 1.71 -1.64 -1.59
4 C 1.82 -2.65 -0.63
5 C 1.30 -4.04 -0.92
6 C 2.41 -2.39 0.61
7 C 2.53 -3.51 1.60
8 C 2.87 -1.10 0.90
9 C 3.70 -0.90 2.15
10 C 2.66 -0.05 -0.01
11 C 3.16 1.35 0.28
12 C 2.16 -0.35 -1.29
13 C 2.18 0.68 -2.40
14 H 1.85 -2.49 -3.57
15 H 0.83 -1.06 -3.48
16 H 0.24 -2.57 -2.87
17 H 1.95 -4.80 -0.50
18 H 1.22 -4.23 -1.99
19 H 0.31 -4.18 -0.48
20 H 3.31 -4.22 1.32
21 H 1.59 -4.07 1.67
22 H 2.75 -3.15 2.60
23 H 3.23 -1.30 3.04
24 H 3.92 0.14 2.36
25 H 4.66 -1.42 2.02
26 H 4.18 1.48 -0.08
27 H 3.14 1.58 1.34
28 H 2.53 2.10 -0.19
29 H 1.17 0.92 -2.75
30 H 2.73 0.28 -3.25
31 H 2.66 1.60 -2.09
32 Se -1.63 1.34 5.05
33 Sb 0.16 0.84 3.35
34 Se -0.80 -1.38 2.16
35 Se 0.04 3.06 1.75
36 Se 1.83 0.73 5.04
37 C -4.97 5.54 -0.11
38 C -4.48 5.43 -1.55
39 C -3.94 6.78 -2.02
40 C -3.20 6.65 -3.34
41 C -2.04 5.72 -3.14
42 C -0.82 5.91 -3.75
43 C 0.22 5.01 -3.52
44 F 1.39 5.24 -4.14
45 C 0.08 3.93 -2.70
46 C -1.16 3.72 -2.08
47 C -1.33 2.56 -1.21
48 O -0.32 1.84 -0.96
49 C -2.67 2.29 -0.79
50 C -3.64 3.21 -1.06
51 N -3.44 4.39 -1.68
52 C -2.21 4.62 -2.28
53 C -3.18 1.17 0.14
54 O -4.10 0.47 -0.15
55 O -2.63 1.28 1.35
56 H -5.57 6.44 0.00
57 H -4.12 5.60 0.57
58 H -5.58 4.70 0.19
59 H -5.31 5.13 -2.21
60 H -3.26 7.16 -1.26
61 H -4.78 7.47 -2.09
62 H -2.86 7.62 -3.70
63 H -3.88 6.24 -4.11
64 H -0.66 6.75 -4.41
65 H 0.89 3.24 -2.52
66 H -4.65 3.01 -0.74
67 Se -2.63 -1.26 -3.31
68 C -1.77 -0.87 -1.78
69 N -1.22 -0.61 -0.78

2S+1 = 3
frontier orbital gap (spin up / spin down) = 5.46 / 5.16 eV
total charge = -1
LUMO (spin up / spin down) = 1.2507 / 1.0286 eV
⟨S²⟩ = 2.030

---

Version B
The following is a quantum chemistry calculation of a structure of composition C27H29FN2O3SbSe5W, from the Open Molecules 2025 dataset.

Element x y z (Å)
1 W 0.84 -1.33 0.38
2 C 1.24 2.78 3.00
3 C 0.74 1.38 3.24
4 C 1.45 0.53 4.09
5 C 2.77 0.95 4.69
6 C 0.93 -0.72 4.43
7 C 1.69 -1.60 5.38
8 C -0.28 -1.15 3.86
9 C -0.95 -2.38 4.43
10 C -0.92 -0.36 2.88
11 C -2.27 -0.79 2.33
12 C -0.46 0.96 2.67
13 C -1.35 2.00 2.03
14 H 1.03 3.41 3.87
15 H 0.76 3.24 2.14
16 H 2.31 2.79 2.82
17 H 2.86 0.60 5.71
18 H 2.90 2.03 4.68
19 H 3.58 0.50 4.11
20 H 1.61 -1.23 6.41
21 H 2.74 -1.61 5.09
22 H 1.36 -2.63 5.35
23 H -0.26 -3.22 4.53
24 H -1.80 -2.74 3.86
25 H -1.29 -2.14 5.44
26 H -3.07 -0.40 2.96
27 H -2.39 -1.87 2.28
28 H -2.43 -0.40 1.32
29 H -0.90 2.42 1.13
30 H -1.49 2.81 2.74
31 H -2.33 1.60 1.78
32 Se 1.23 -5.42 -0.15
33 Sb 0.22 -3.64 1.22
34 Se 2.45 -2.21 1.90
35 Se -1.13 -2.34 -0.68
36 Se -0.82 -5.42 2.59
37 C 0.53 -1.63 -5.66
38 C 0.15 -0.14 -5.58
39 C -1.24 0.06 -6.17
40 C -1.75 1.47 -5.85
41 C -1.85 1.60 -4.36
42 C -2.90 2.28 -3.76
43 C -2.99 2.32 -2.38
44 F -4.00 3.00 -1.81
45 C -2.08 1.67 -1.58
46 C -1.01 1.00 -2.16
47 C -0.03 0.31 -1.37
48 O -0.17 0.13 -0.07
49 C 1.15 -0.09 -2.05
50 C 1.25 -0.04 -3.41
51 N 0.18 0.32 -4.18
52 C -0.89 0.96 -3.57
53 C 2.24 -0.86 -1.38
54 O 3.42 -0.58 -1.34
55 O 1.78 -2.04 -0.97
56 H 0.26 -2.01 -6.64
57 H -0.02 -2.20 -4.91
58 H 1.59 -1.79 -5.51
59 H 0.87 0.46 -6.14
60 H -1.92 -0.67 -5.73
61 H -1.19 -0.11 -7.24
62 H -2.72 1.64 -6.31
63 H -1.05 2.20 -6.26
64 H -3.64 2.78 -4.37
65 H -2.20 1.68 -0.51
66 H 2.16 -0.34 -3.91
67 Se 3.07 2.65 -0.50
68 C 2.44 1.29 0.34
69 N 1.96 0.33 0.83

2S+1 = 3
frontier orbital gap (spin up / spin down) = 4.52 / 4.62 eV
total charge = -1
LUMO (spin up / spin down) = 0.9344 / 0.8814 eV
⟨S²⟩ = 2.032

---

Stability order, top to bottom: version A, version B

---

Version A
The following is a quantum chemistry calculation of an isolated molecule of C2H3IO, from the Open Molecules 2025 dataset.

Element x y z (Å)
1 C -0.56 -0.15 -0.43
2 C 0.41 0.46 0.52
3 O -0.62 -1.43 0.32
4 I 2.40 0.24 -0.05
5 H -1.56 0.42 -0.31
6 H -0.39 -0.19 -1.57
7 H 0.32 0.66 1.53

frontier orbital gap (spin up / spin down) = 7.81 / 7.81 eV
total charge = 0
LUMO (spin up / spin down) = -1.5961 / -1.5959 eV

---

Version B
The following is a quantum chemistry calculation of a cluster of 2 separate species, C2H3IO in total, from the Open Molecules 2025 dataset.

Element x y z (Å)
1 C 0.30 -0.08 -0.39
2 C -0.38 0.76 0.43
3 O 0.42 1.43 -0.40
4 I -3.90 0.01 0.01
5 H 1.22 -0.53 0.00
6 H -0.20 -0.61 -1.29
7 H -1.39 0.88 1.00

frontier orbital gap (spin up / spin down) = 8.33 / 5.06 eV
total charge = 0
LUMO (spin up / spin down) = -0.7829 / -2.9620 eV

---

Stability order, top to bottom: version A, version B

---

Version A
The following is a quantum chemistry calculation of the ion C4H10NOS with charge -1, from the Open Molecules 2025 dataset.

Element x y z (Å)
1 C 1.34 0.55 1.57
2 C 0.28 0.46 0.51
3 C 0.12 -1.03 0.01
4 S 1.63 -1.40 -1.11
5 N -0.91 1.33 0.78
6 C -2.04 1.30 -0.22
7 O -2.48 0.18 -0.74
8 H 1.98 -0.33 1.60
9 H 0.81 0.35 2.54
10 H 1.74 1.55 1.77
11 H 0.66 0.98 -0.39
12 H -0.67 -0.98 -0.75
13 H 0.13 -1.83 0.75
14 H 2.55 -1.63 -0.13
15 H -1.19 0.88 1.66
16 H -1.71 2.13 -0.92
17 H -2.85 1.86 0.36

frontier orbital gap = 5.99 eV
total charge = -1
LUMO = 3.2572 eV

---

Version B
The following is a quantum chemistry calculation of a cluster of 3 separate species, C4H10NOS in total, from the Open Molecules 2025 dataset.

Element x y z (Å)
1 C 0.72 -0.34 1.77
2 N -0.48 0.16 1.52
3 C -1.07 0.22 0.15
4 O -0.22 0.36 -2.29
5 C 1.89 -0.41 1.02
6 C 2.04 0.18 -0.31
7 S -4.46 -0.59 0.42
8 H 0.70 -0.93 2.66
9 H 1.18 0.82 -0.39
10 H -2.08 -0.15 0.20
11 H -1.22 1.18 -0.29
12 H -0.51 -0.33 -0.55
13 H -3.73 -0.23 -0.62
14 H 2.70 -0.76 1.62
15 H 1.97 -0.50 -1.12
16 H 2.93 0.83 -0.59
17 H -0.36 0.48 -3.22

frontier orbital gap = 3.66 eV
total charge = -1
LUMO = 0.0453 eV

---

Stability order, top to bottom: version A, version B

---

Version A
The following is a quantum chemistry calculation of a structure of composition HN3O, from the Open Molecules 2025 dataset.

Element x y z (Å)
1 N 2.51 -0.88 -0.33
2 N 3.38 -0.20 0.40
3 N 1.72 0.17 -0.16
4 O 2.70 0.95 0.29
5 H 4.58 -0.10 0.28

frontier orbital gap = 11.37 eV
total charge = 0
LUMO = 0.5503 eV

---

Version B
The following is a quantum chemistry calculation of an isolated molecule of HN3O, from the Open Molecules 2025 dataset.

Element x y z (Å)
1 H 1.73 0.36 -1.84
2 N 0.83 0.40 -2.14
3 N 0.17 1.28 -1.74
4 N -0.59 1.88 -1.14
5 O -1.16 3.25 -0.87

frontier orbital gap (spin up / spin down) = 9.47 / 9.47 eV
total charge = 0
LUMO (spin up / spin down) = -0.4146 / -0.4148 eV

---

Stability order, top to bottom: version A, version B

---

Version A
The following is a quantum chemistry calculation of an isolated molecule of C20H23N3O2, from the Open Molecules 2025 dataset.

Element x y z (Å)
1 C -3.42 -1.96 -0.26
2 C -1.92 -1.98 -0.30
3 C -1.17 -1.93 0.87
4 C 0.21 -2.01 0.85
5 C 0.89 -2.12 -0.36
6 C 2.39 -2.29 -0.43
7 C 3.17 -1.43 0.57
8 N 2.85 -0.03 0.48
9 C 3.27 0.78 -0.64
10 C 2.62 2.15 -0.38
11 C 1.28 2.33 -1.08
12 O 1.01 3.35 -1.69
13 N 0.43 1.30 -0.95
14 C -0.93 1.38 -1.43
15 C -1.96 1.37 -0.32
16 C -1.64 1.26 1.02
17 C -2.66 1.26 1.96
18 C -3.96 1.38 1.52
19 N -4.28 1.49 0.24
20 C -3.31 1.49 -0.65
21 C 2.41 2.16 1.14
22 C 2.38 0.69 1.53
23 O 2.00 0.22 2.58
24 C 0.14 -2.15 -1.54
25 C -1.24 -2.08 -1.51
26 H -3.82 -1.49 -1.16
27 H -3.78 -1.42 0.61
28 H -3.80 -2.98 -0.21
29 H -1.68 -1.85 1.82
30 H 0.75 -1.97 1.78
31 H 2.63 -3.33 -0.22
32 H 2.73 -2.06 -1.44
33 H 4.24 -1.57 0.40
34 H 2.94 -1.73 1.60
35 H 2.93 0.34 -1.58
36 H 4.36 0.86 -0.67
37 H 3.27 2.97 -0.71
38 H 0.68 0.47 -0.44
39 H -1.01 2.31 -1.99
40 H -1.14 0.54 -2.10
41 H -0.61 1.16 1.35
42 H -2.43 1.17 3.01
43 H -4.80 1.39 2.21
44 H -3.62 1.59 -1.68
45 H 1.50 2.68 1.44
46 H 3.24 2.63 1.66
47 H 0.65 -2.23 -2.49
48 H -1.79 -2.12 -2.43

frontier orbital gap = 9.65 eV
total charge = 0
LUMO = 0.6188 eV

---

Version B
The following is a quantum chemistry calculation of an isolated molecule of C20H23N3O2, from the Open Molecules 2025 dataset.

Element x y z (Å)
1 C -4.56 -0.27 1.70
2 N -4.61 0.72 0.64
3 C -4.12 2.02 1.06
4 C -2.59 1.99 0.91
5 C -2.40 1.12 -0.34
6 C -1.99 1.94 -1.56
7 C -1.46 -0.05 -0.16
8 C -0.13 -0.06 0.16
9 C 0.53 -1.29 0.20
10 O 1.88 -1.39 0.56
11 C 2.78 -0.55 -0.01
12 O 2.53 0.29 -0.84
13 N 4.00 -0.83 0.53
14 C 5.24 -0.26 0.25
15 C 5.40 0.76 -0.68
16 C 6.66 1.29 -0.91
17 C 7.76 0.81 -0.23
18 C 7.60 -0.21 0.69
19 C 6.35 -0.74 0.93
20 C -0.14 -2.47 -0.07
21 C -1.50 -2.46 -0.38
22 C -2.16 -1.24 -0.42
23 N -3.48 -1.00 -0.67
24 C -4.40 -1.94 -1.24
25 C -3.78 0.40 -0.53
26 H -5.01 -1.19 1.35
27 H -5.15 0.10 2.53
28 H -3.54 -0.49 2.05
29 H -4.54 2.77 0.38
30 H -4.45 2.25 2.07
31 H -2.14 1.52 1.79
32 H -2.17 2.98 0.79
33 H -2.69 2.76 -1.71
34 H -1.98 1.32 -2.45
35 H -0.99 2.35 -1.41
36 H 0.40 0.86 0.36
37 H 4.00 -1.58 1.21
38 H 4.54 1.14 -1.22
39 H 6.77 2.08 -1.64
40 H 8.74 1.23 -0.42
41 H 8.46 -0.59 1.23
42 H 6.23 -1.53 1.66
43 H 0.40 -3.40 -0.03
44 H -2.01 -3.39 -0.58
45 H -4.12 -2.21 -2.26
46 H -5.39 -1.50 -1.25
47 H -4.43 -2.85 -0.63
48 H -4.31 0.78 -1.42

frontier orbital gap = 8.16 eV
total charge = 0
LUMO = 0.7497 eV

---

Stability order, top to bottom: version A, version B